[1]
Density functional theory data (the ωB97M-V functional and the def2-TZVPD basis) for a molecular structure, C43H46CaCl2N6O6S2.

Calculated values
HOMO energy	-0.27199	hartree
gap between HOMO and LUMO	7.238	eV

Geometry (Å):
Ca: 0.073 -0.086 0.004
Cl: -5.402 3.778 3.761
C: -4.081 2.939 3.027
C: -2.774 3.332 3.342
C: -1.727 2.691 2.745
Cl: -0.113 3.146 3.103
C: -1.882 1.630 1.786
O: -0.884 1.093 1.250
C: -3.244 1.254 1.519
C: -3.535 0.212 0.582
O: -2.752 -0.394 -0.134
C: -4.314 1.916 2.149
H: -2.598 4.132 4.044
H: -4.618 -0.040 0.518
H: -5.324 1.612 1.914
O: 2.305 -1.624 -0.174
S: 2.808 -0.663 -1.142
O: 3.982 0.073 -0.725
N: 1.572 0.245 -1.518
C: 1.522 1.158 -2.504
C: 2.505 1.383 -3.460
C: 2.298 2.273 -4.513
C: 1.125 2.973 -4.641
C: 0.117 2.822 -3.671
C: -1.106 3.524 -3.704
C: -2.018 3.333 -2.701
C: -1.717 2.428 -1.669
N: -0.607 1.739 -1.623
C: 0.310 1.920 -2.588
C: 3.294 -1.644 -2.580
C: 4.588 -1.560 -3.061
C: 4.951 -2.306 -4.171
C: 4.019 -3.124 -4.789
C: 2.734 -3.224 -4.282
C: 2.369 -2.484 -3.169
H: 3.441 0.854 -3.378
H: 3.080 2.396 -5.249
H: 0.968 3.647 -5.470
H: -1.294 4.205 -4.522
H: -2.956 3.866 -2.688
H: -2.420 2.262 -0.866
H: 5.282 -0.902 -2.560
H: 5.955 -2.245 -4.560
H: 4.296 -3.685 -5.669
H: 2.015 -3.875 -4.756
H: 1.377 -2.543 -2.747
O: -4.013 -4.935 3.139
C: -2.737 -4.734 3.710
C: -1.984 -3.732 2.874
C: -1.350 -2.647 3.461
C: -0.716 -1.727 2.637
N: -0.679 -1.839 1.325
C: -1.284 -2.868 0.738
C: -1.943 -3.845 1.490
C: -1.296 -2.849 -0.738
C: -1.907 -3.848 -1.501
C: -1.980 -3.719 -2.884
C: -2.712 -4.759 -3.697
O: -4.082 -4.813 -3.374
C: -1.430 -2.582 -3.461
C: -0.833 -1.642 -2.626
N: -0.756 -1.780 -1.319
H: -4.564 -5.427 3.757
H: -2.182 -5.687 3.735
H: -2.822 -4.360 4.738
H: -1.353 -2.501 4.530
H: -0.237 -0.854 3.053
H: -2.458 -4.674 1.031
H: -2.333 -4.722 -1.032
H: -2.243 -5.743 -3.536
H: -2.667 -4.518 -4.761
H: -4.178 -4.887 -2.416
H: -1.464 -2.428 -4.530
H: -0.411 -0.732 -3.032
C: 3.537 0.728 5.959
C: 3.160 2.202 5.872
C: 3.910 2.974 4.783
C: 3.553 2.558 3.354
N: 4.212 1.346 2.926
C: 3.554 0.304 2.383
S: 1.887 0.222 2.443
N: 4.233 -0.771 1.950
C: 5.670 -0.916 1.945
C: 6.219 -1.223 3.350
C: 6.028 -2.680 3.777
C: 4.568 -3.078 3.953
H: 3.059 0.272 6.823
H: 4.615 0.617 6.068
H: 3.208 0.199 5.070
H: 3.375 2.680 6.831
H: 2.088 2.289 5.692
H: 4.989 2.880 4.934
H: 3.650 4.031 4.883
H: 3.814 3.370 2.664
H: 2.479 2.373 3.289
H: 5.210 1.400 2.792
H: 3.682 -1.371 1.346
H: 6.146 -0.012 1.543
H: 5.916 -1.735 1.268
H: 5.722 -0.574 4.074
H: 7.289 -0.994 3.365
H: 6.551 -2.827 4.725
H: 6.499 -3.335 3.040
H: 4.082 -2.428 4.675
H: 4.506 -4.103 4.313
H: 4.029 -3.009 3.014

[2]
Density functional theory data (the ωB97M-V functional and the def2-TZVPD basis) for a molecular structure, C43H46Cl4N6O2PY.

Calculated values
energy relative to the best compared isomer or geometry (same formula, charge and spin)	50.8	kcal per mole
HOMO energy	-0.23072	hartree
gap between HOMO and LUMO	6.425	eV

Geometry (Å):
Y: 1.713 -0.237 -0.867
N: 0.273 -2.387 -3.673
P: 0.780 -3.038 -2.170
C: -0.693 -3.854 -1.486
C: -1.796 -4.220 -2.253
C: -2.905 -4.793 -1.650
C: -2.916 -5.011 -0.280
C: -1.819 -4.654 0.490
C: -0.716 -4.066 -0.109
C: 1.793 -4.426 -2.755
C: 2.027 -5.478 -1.871
C: 2.873 -6.516 -2.224
C: 3.496 -6.517 -3.465
C: 3.275 -5.470 -4.345
C: 2.431 -4.425 -3.992
C: -0.347 -1.149 -3.760
C: -1.214 -0.889 -4.831
C: -1.824 0.341 -4.912
C: -1.569 1.295 -3.930
C: -0.699 0.958 -2.921
N: -0.092 -0.236 -2.821
H: -0.015 -3.029 -4.399
H: -1.803 -4.052 -3.324
H: -3.764 -5.066 -2.250
H: -3.787 -5.448 0.191
H: -1.834 -4.802 1.562
H: 0.115 -3.726 0.498
H: 1.544 -5.493 -0.901
H: 3.043 -7.328 -1.529
H: 4.155 -7.331 -3.740
H: 3.762 -5.458 -5.312
H: 2.295 -3.600 -4.680
H: -1.395 -1.656 -5.571
H: -2.498 0.558 -5.730
H: -2.025 2.273 -3.952
H: -0.445 1.680 -2.153
Cl: 3.309 -2.433 0.589
C: 4.667 -1.978 -0.465
Cl: 4.144 -1.853 -2.162
H: 5.416 -2.757 -0.407
H: 4.985 -0.990 -0.147
Cl: 2.677 1.302 -3.102
C: 4.229 1.808 -2.400
C: 5.114 2.522 -3.166
C: 6.331 2.890 -2.598
C: 6.600 2.516 -1.286
C: 5.680 1.801 -0.546
Cl: 6.076 1.357 1.097
C: 4.401 1.395 -1.037
N: 3.473 0.730 -0.388
H: 4.866 2.782 -4.187
H: 7.056 3.453 -3.168
H: 7.540 2.782 -0.819
C: -4.869 4.366 4.750
C: -4.356 2.989 5.073
C: -4.610 2.429 6.319
C: -4.144 1.166 6.644
C: -3.430 0.441 5.706
C: -3.167 0.984 4.454
N: -2.434 0.207 3.518
C: -2.975 -0.224 2.336
C: -4.371 -0.266 2.165
C: -4.931 -0.733 0.995
C: -4.130 -1.180 -0.053
C: -2.760 -1.147 0.105
C: -2.157 -0.671 1.272
C: -0.660 -0.630 1.337
O: -0.069 -0.142 2.315
O: -0.044 -1.081 0.303
C: -3.615 2.269 4.127
C: -3.313 2.874 2.786
H: -5.509 4.738 5.549
H: -5.446 4.373 3.823
H: -4.049 5.077 4.621
H: -5.182 2.997 7.044
H: -4.345 0.742 7.620
H: -3.070 -0.557 5.920
H: -1.416 0.242 3.513
H: -5.008 0.065 2.976
H: -6.011 -0.753 0.902
H: -4.571 -1.551 -0.969
H: -2.107 -1.486 -0.688
H: -4.192 2.858 2.135
H: -2.520 2.327 2.278
H: -3.001 3.914 2.888
C: 0.227 4.622 1.171
C: 1.574 3.955 0.912
C: 2.130 3.334 2.199
C: 2.573 4.968 0.363
N: 1.418 2.962 -0.173
N: 0.693 1.780 0.190
H: 0.319 5.380 1.952
H: -0.514 3.896 1.514
H: -0.145 5.097 0.263
H: 2.395 4.119 2.908
H: 3.026 2.747 1.983
H: 1.404 2.689 2.700
H: 2.707 5.792 1.066
H: 2.222 5.371 -0.588
H: 3.547 4.498 0.200
H: 2.349 2.609 -0.399
H: -0.302 1.971 0.119
H: 0.858 1.499 1.163

[3]
Density functional theory data (the ωB97M-V functional and the def2-TZVPD basis) for a molecular structure, C43H46F5N7O7P2SeTb.

Calculated values
HOMO energy (alpha / beta)	-0.06840 / -0.07323	hartree
total charge	-2
gap between HOMO and LUMO (alpha / beta)	5.469 / 5.601	eV
multiplicity	8

Geometry (Å):
Tb: 3.127 6.937 21.478
C: 4.963 8.841 22.168
C: 4.847 8.010 23.367
C: 5.382 6.738 23.071
C: 5.936 6.755 21.780
C: 5.671 8.009 21.233
C: 6.365 8.434 19.945
C: 6.898 5.651 21.336
C: 5.559 5.664 24.089
C: 4.667 8.488 24.805
C: 4.841 10.324 22.084
H: 5.950 9.337 19.556
H: 6.402 7.622 19.226
H: 7.433 8.712 20.154
H: 6.947 5.588 20.243
H: 6.618 4.628 21.589
H: 7.898 5.827 21.690
H: 4.937 4.842 23.840
H: 5.271 5.990 25.055
H: 6.597 5.255 24.105
H: 5.433 9.312 25.008
H: 4.855 7.633 25.402
H: 3.649 8.825 25.071
H: 5.851 10.756 22.015
H: 4.357 10.764 22.970
H: 4.260 10.725 21.224
C: -2.553 11.490 18.963
C: -1.438 10.818 19.788
C: -1.779 10.261 21.025
C: -0.882 9.491 21.748
C: 0.461 9.280 21.410
N: 1.383 8.599 22.138
C: 1.458 8.924 23.506
C: 1.784 10.236 23.861
C: 1.716 10.685 25.164
C: 1.503 9.778 26.183
C: 1.471 10.166 27.598
C: 1.353 8.442 25.816
C: 1.139 8.017 24.500
N: 0.506 6.767 24.265
C: -0.673 6.711 23.749
C: 0.196 3.906 22.947
C: 1.184 4.549 23.937
N: 1.412 5.676 24.465
C: 0.762 9.853 20.175
C: -0.154 10.531 19.320
N: 2.062 9.727 19.692
C: 2.617 10.668 18.849
C: 3.575 10.061 18.130
C: 3.557 8.733 18.533
N: 2.627 8.513 19.432
H: -2.157 12.355 18.346
H: -3.357 11.894 19.664
H: -3.005 10.731 18.353
H: -2.845 10.458 21.367
H: -1.200 9.137 22.720
H: 1.975 11.033 23.100
H: 1.666 11.726 25.480
H: 0.891 11.077 27.611
H: 2.491 10.222 27.958
H: 1.061 9.324 28.099
H: 1.203 7.640 26.570
H: -1.135 7.684 23.738
H: 0.404 2.837 23.076
H: 1.924 3.795 24.185
H: 0.157 10.759 18.313
H: 2.312 11.730 18.817
H: 4.212 10.545 17.429
H: 4.220 7.962 18.235
N: 2.534 3.163 19.381
C: 2.137 2.976 20.833
C: 1.639 1.530 20.958
P: 3.531 3.294 22.038
O: 4.814 2.880 21.091
O: 3.447 2.394 23.195
O: 3.536 4.829 22.276
P: 0.756 4.229 21.129
O: -1.192 4.081 23.038
O: -0.192 3.800 20.049
O: 1.345 5.607 21.115
H: 3.494 3.528 19.162
H: 1.906 3.901 18.922
H: 2.423 2.307 18.869
H: 1.883 0.910 20.132
H: 0.543 1.604 20.970
H: 2.023 1.119 21.896
H: 5.162 3.676 20.613
H: -1.363 5.051 23.127
O: 1.827 5.736 18.631
N: 1.285 6.055 17.480
C: -0.043 6.294 17.451
C: -0.659 6.755 16.344
C: 0.074 6.973 15.205
C: 1.473 6.675 15.203
C: 2.030 6.229 16.379
H: -0.512 6.267 18.394
H: -1.686 6.967 16.325
H: -0.429 7.304 14.274
H: 2.131 6.840 14.368
H: 3.068 6.081 16.500
F: 8.790 4.253 14.901
C: 7.531 4.180 15.499
C: 7.569 4.021 17.005
F: 7.667 2.842 17.657
C: 7.854 5.299 17.695
F: 8.702 6.299 17.247
C: 6.479 5.033 17.291
Se: 4.968 5.108 18.481
C: 6.431 5.198 15.739
F: 6.305 6.466 15.211
C: 6.245 4.080 14.763
F: 5.381 3.027 15.259

[4]
Density functional theory data (the ωB97M-V functional and the def2-TZVPD basis) for a molecular structure, C43H46FeO2PS4Sb2.

Calculated values
energy relative to the best compared isomer or geometry (same formula, charge and spin)	49.7	kcal per mole
HOMO energy (alpha / beta)	-0.01666 / -0.01379	hartree
total charge	-2
gap between HOMO and LUMO (alpha / beta)	4.526 / 4.269	eV
multiplicity	6

Geometry (Å):
Fe: -1.217 0.578 0.507
C: -1.179 -3.113 -0.101
C: -0.866 -3.617 1.293
C: -0.698 -2.489 2.313
Sb: 0.940 -0.925 1.860
C: 2.917 0.487 2.212
C: 4.206 0.193 2.665
C: 5.161 1.182 2.885
C: 4.850 2.517 2.657
C: 3.570 2.846 2.228
C: 2.634 1.838 2.020
C: 2.405 -2.552 1.804
C: 2.278 -3.685 2.604
C: 3.218 -4.711 2.563
C: 4.311 -4.619 1.711
C: 4.458 -3.489 0.917
C: 3.519 -2.468 0.972
Sb: 0.208 -1.474 -0.939
C: 2.117 -0.380 -1.542
C: 3.267 -0.920 -2.119
C: 4.352 -0.123 -2.470
C: 4.317 1.248 -2.249
C: 3.189 1.806 -1.663
C: 2.115 0.996 -1.319
C: 1.099 -3.151 -2.072
C: 1.185 -3.110 -3.462
C: 1.707 -4.170 -4.195
C: 2.172 -5.303 -3.540
C: 2.101 -5.362 -2.154
C: 1.562 -4.301 -1.434
H: -2.177 -2.661 -0.126
H: -1.148 -3.919 -0.840
H: 0.055 -4.208 1.264
H: -1.652 -4.315 1.636
H: -0.556 -2.883 3.326
H: -1.596 -1.860 2.342
H: 4.492 -0.840 2.857
H: 6.155 0.910 3.232
H: 5.593 3.292 2.817
H: 3.300 3.884 2.057
H: 1.632 2.119 1.697
H: 1.426 -3.781 3.267
H: 3.090 -5.585 3.193
H: 5.042 -5.419 1.669
H: 5.307 -3.400 0.248
H: 3.656 -1.586 0.358
H: 3.339 -1.989 -2.291
H: 5.233 -0.581 -2.909
H: 5.165 1.870 -2.514
H: 3.149 2.870 -1.454
H: 1.255 1.453 -0.838
H: 0.860 -2.219 -3.992
H: 1.761 -4.107 -5.277
H: 2.593 -6.129 -4.103
H: 2.472 -6.233 -1.625
H: 1.530 -4.367 -0.352
O: -0.614 6.099 5.022
C: -0.732 5.172 4.254
S: -1.474 3.626 4.669
C: -1.335 2.840 3.097
C: -0.772 3.598 2.134
S: -0.540 3.099 0.462
S: -0.219 5.212 2.566
S: -1.921 1.228 2.995
C: -5.535 -0.205 0.346
C: -4.333 -0.630 1.145
C: -4.570 -1.126 2.544
O: -3.217 -0.582 0.679
H: -6.432 -0.744 0.653
H: -5.345 -0.341 -0.717
H: -5.690 0.859 0.540
H: -5.331 -0.523 3.040
H: -3.644 -1.105 3.112
H: -4.942 -2.153 2.477
C: -0.283 1.054 -3.965
P: -1.234 1.689 -2.501
C: -1.643 3.332 -3.233
C: -2.727 0.664 -2.845
H: -0.826 1.242 -4.898
H: -0.129 -0.019 -3.844
H: 0.697 1.529 -4.012
H: -2.317 3.238 -4.090
H: -0.704 3.765 -3.584
H: -2.086 4.004 -2.498
H: -3.248 1.008 -3.744
H: -3.412 0.649 -2.002
H: -2.375 -0.357 -2.996
C: -2.137 2.445 -0.074
C: -3.254 3.340 -0.036
C: -4.472 2.941 -0.642
C: -5.605 3.729 -0.619
C: -5.593 4.970 0.014
C: -4.403 5.410 0.584
C: -3.260 4.632 0.548
H: -4.508 1.992 -1.154
H: -6.509 3.373 -1.102
H: -6.485 5.584 0.048
H: -4.357 6.381 1.063
H: -2.354 5.034 0.971